Here is 2 unconnected molecules or ions with the total composition C5H16N2O from the OMol25 dataset. Energies are from ωB97M-V/def2-TZVPD.

```
! wB97M-V def2-TZVPD RIJCOSX def2/J DEFGRID3
* xyz 0 1
C -0.25 0.96 1.44
C 0.23 -0.50 1.28
C -0.45 -1.29 0.07
C -0.01 -0.78 -1.30
N 1.26 -1.46 -1.72
C 2.46 -0.49 -1.79
N -1.31 1.18 2.53
H 0.62 1.65 1.77
H -0.80 1.32 0.46
H 1.34 -0.37 1.09
H 0.21 -1.11 2.26
H -0.14 -2.40 0.17
H -1.59 -1.28 0.11
H -0.75 -0.90 -2.15
H 0.23 0.29 -1.28
H 1.33 -2.27 -1.14
H 3.32 -1.10 -2.27
H 2.18 0.23 -2.60
H 2.72 -0.04 -0.79
H -1.02 2.00 3.18
H -2.31 1.30 2.25
H -1.67 1.54 -0.49
H -3.09 1.59 -0.20
O -2.52 1.92 -0.89
*
```

Output
- orbital gap (eV) = 9.41
- energy above the lowest of the compared OMol25 structures with the same formula, charge and spin (kcal per mole) = 61.0

=====

Here is a single C5H9NO molecule from the OMol25 dataset. Energies are from ωB97M-V/def2-TZVPD.

```
! wB97M-V def2-TZVPD RIJCOSX def2/J DEFGRID3
* xyz 0 1
C 1.68 0.84 1.02
C 0.51 0.55 0.07
C -0.08 -0.86 0.28
C -1.22 -1.16 -0.68
O -0.83 -0.77 -1.99
C -0.54 1.56 0.22
N -1.39 2.34 0.33
H 2.47 0.10 0.88
H 1.35 0.82 2.07
H 2.10 1.83 0.82
H 0.86 0.61 -0.96
H 0.73 -1.58 0.13
H -0.44 -0.98 1.31
H -2.11 -0.60 -0.37
H -1.47 -2.23 -0.65
H -1.62 -0.47 -2.46
*
```

Output
- orbital gap (eV) = 11.57
- energy above the lowest of the compared OMol25 structures with the same formula, charge and spin (kcal per mole) = 23.8

=====

Here is a single C17H17F2N3O molecule from the OMol25 dataset. Energies are from ωB97M-V/def2-TZVPD.

```
! wB97M-V def2-TZVPD RIJCOSX def2/J DEFGRID3
* xyz 0 1
O -1.88 -2.04 -0.27
F 3.79 -2.93 -0.09
F 4.02 -2.64 -2.30
N -1.99 2.59 4.20
N -2.20 1.36 3.76
C -0.87 -1.50 0.17
C -1.57 3.39 3.14
C -1.55 2.59 2.05
C -0.89 3.57 -1.53
C -1.20 2.32 -2.08
C -0.98 3.78 -0.12
C -1.65 1.27 -1.27
C -1.34 2.67 0.66
C -1.64 1.41 0.12
N -1.95 1.38 2.42
C -0.98 -0.70 1.47
C -1.99 0.45 1.28
C 2.74 -1.07 -1.17
C 1.98 -3.48 -1.45
C 1.54 -0.80 -0.23
C 0.87 -3.18 -0.48
C 3.16 -2.55 -1.24
C 0.37 -1.70 -0.63
H -1.29 4.44 3.16
H -0.46 4.34 -2.15
H -1.08 2.14 -3.13
H -0.78 4.74 0.35
H -1.86 0.31 -1.70
H -0.01 -0.29 1.76
H -1.40 -1.35 2.27
H -3.04 0.04 1.12
H 3.55 -0.42 -0.83
H 2.38 -0.76 -2.16
H 2.23 -4.54 -1.33
H 1.65 -3.35 -2.50
H 1.20 0.21 -0.31
H 1.82 -1.02 0.81
H 0.04 -3.85 -0.64
H 1.17 -3.26 0.57
H 0.10 -1.56 -1.70
*
```

Output
- orbital gap (eV) = 9.26
- energy above the lowest of the compared OMol25 structures with the same formula, charge and spin (kcal per mole) = 0.0

=====

Here is a molecular structure, C44H73MoN5O2SbSi3 from the OMol25 dataset. Energies are from ωB97M-V/def2-TZVPD.

```
! wB97M-V def2-TZVPD RIJCOSX def2/J DEFGRID3
* xyz 1 3
Mo 0.03 -1.69 0.94
C -3.50 0.38 1.66
C -2.52 -0.25 2.34
C -2.16 -1.53 1.54
C -2.99 -1.36 0.30
C -3.84 -0.33 0.41
C -4.97 0.01 -0.56
C -5.94 1.02 0.08
C -5.75 -1.28 -0.88
C -4.44 0.57 -1.88
C -2.53 -2.92 2.26
C -1.29 -3.61 2.88
C -3.20 -3.95 1.34
C -3.58 -2.65 3.35
C -1.94 0.37 3.63
C -3.06 0.74 4.61
C -0.94 -0.53 4.37
C -1.23 1.69 3.25
H -4.00 1.29 2.00
H -3.03 -2.11 -0.48
H -6.29 0.67 1.06
H -6.81 1.15 -0.57
H -5.47 2.00 0.21
H -6.13 -1.75 0.04
H -5.11 -2.01 -1.40
H -6.60 -1.06 -1.53
H -3.89 1.51 -1.74
H -5.28 0.78 -2.56
H -3.78 -0.16 -2.37
H -0.86 -4.34 2.21
H -1.58 -4.15 3.79
H -0.50 -2.92 3.18
H -2.63 -4.20 0.45
H -4.19 -3.61 1.02
H -3.33 -4.88 1.91
H -3.17 -2.13 4.22
H -3.97 -3.62 3.69
H -4.42 -2.07 2.95
H -3.60 -0.14 4.97
H -3.79 1.41 4.15
H -2.64 1.25 5.48
H -1.43 -1.37 4.87
H -0.42 0.05 5.14
H -0.19 -0.94 3.71
H -1.96 2.42 2.88
H -0.50 1.54 2.45
H -0.73 2.12 4.13
C 4.21 0.48 -1.54
Sb 2.08 0.67 -1.80
C 1.65 -1.15 -0.43
C 2.29 -0.96 0.89
C 3.63 -1.25 1.27
C 4.06 -0.93 2.53
C 3.18 -0.32 3.44
C 1.90 -0.13 3.07
N 1.42 -0.50 1.86
Si 2.39 -2.63 -1.45
C 4.09 -2.44 -2.19
C 2.58 -4.05 -0.27
C 1.35 -3.00 -2.94
C 2.24 2.84 -1.26
C 0.91 3.06 -0.59
C 0.37 4.31 -0.25
C -0.86 4.38 0.37
C -1.56 3.21 0.65
C -0.98 2.02 0.27
N 0.21 1.93 -0.33
Si 3.63 3.49 -0.17
C 5.25 3.65 -1.05
C 3.29 5.19 0.51
C 3.76 2.42 1.33
Si 2.22 3.65 -2.98
C 0.56 3.33 -3.76
C 2.47 5.49 -2.91
C 3.52 2.92 -4.08
H 4.59 -0.48 -1.87
H 4.50 0.65 -0.50
H 4.64 1.26 -2.16
H 4.30 -1.68 0.53
H 5.09 -1.13 2.81
H 3.52 0.00 4.42
H 1.19 0.34 3.74
H 4.90 -2.23 -1.47
H 4.12 -1.69 -2.99
H 4.29 -3.42 -2.64
H 3.61 -4.08 0.12
H 2.41 -5.01 -0.78
H 1.92 -4.04 0.59
H 2.01 -2.97 -3.82
H 0.55 -2.27 -3.09
H 0.91 -4.01 -2.89
H 0.93 5.21 -0.48
H -1.28 5.34 0.65
H -2.53 3.23 1.13
H -1.49 1.07 0.44
H 5.17 4.35 -1.90
H 5.67 2.70 -1.43
H 5.97 4.07 -0.34
H 3.05 5.94 -0.26
H 4.22 5.51 1.02
H 2.49 5.19 1.26
H 4.39 1.53 1.18
H 2.75 2.09 1.63
H 4.19 3.00 2.16
H -0.27 3.43 -3.04
H 0.52 2.33 -4.20
H 0.39 4.06 -4.57
H 1.62 6.01 -2.46
H 2.58 5.86 -3.94
H 3.38 5.78 -2.36
H 3.40 1.83 -4.21
H 4.55 3.10 -3.71
H 3.43 3.38 -5.07
N -1.41 -3.51 -1.98
C -0.80 -4.09 -0.97
O -0.43 -3.26 0.04
C -0.62 -5.44 -0.88
C -0.08 -6.05 0.31
N 0.35 -6.53 1.26
C -1.03 -6.23 -2.00
N -1.38 -6.79 -2.96
H -1.26 -2.51 -2.11
H -1.60 -4.08 -2.80
C -1.20 -0.23 -3.89
O -1.07 -0.42 -2.46
H -0.27 0.13 -4.31
H -2.01 0.46 -4.13
H -1.42 -1.20 -4.33
H -1.11 0.43 -2.03
*
```

Output
- orbital gap (alpha / beta) (eV) = 6.05 / 6.72
- energy above the lowest of the compared OMol25 structures with the same formula, charge and spin (kcal per mole) = 31.1
- ⟨S²⟩ = 2.09

=====

Here is a molecular structure, C43H54N2O2PPtS3 from the OMol25 dataset. Energies are from ωB97M-V/def2-TZVPD.

```
! wB97M-V def2-TZVPD RIJCOSX def2/J DEFGRID3
* xyz 3 1
Pt -1.97 0.85 -0.50
C -3.84 -2.64 -3.02
C -4.79 -2.17 -1.93
S -4.24 -0.78 -0.86
C -5.21 0.60 -1.53
C -4.65 1.28 -2.77
S -2.93 1.90 -2.67
C -2.14 0.93 -4.01
C -2.12 -0.56 -3.74
S -3.59 -1.45 -4.37
H -4.28 -3.52 -3.50
H -2.87 -2.92 -2.61
H -4.94 -3.00 -1.24
H -5.75 -1.89 -2.35
H -5.29 1.30 -0.70
H -6.21 0.23 -1.76
H -5.26 2.16 -2.99
H -4.68 0.61 -3.64
H -1.12 1.31 -4.06
H -2.64 1.17 -4.94
H -2.02 -0.75 -2.66
H -1.26 -1.01 -4.25
C 3.69 5.52 0.25
C 3.22 4.50 1.29
C 4.39 3.57 1.62
C 2.78 5.27 2.55
C 2.05 3.67 0.81
C 1.45 3.83 -0.44
C 0.35 3.06 -0.77
N -0.15 2.15 0.03
C 0.41 1.92 1.23
C 1.50 2.68 1.64
C -0.21 0.87 2.06
C 0.20 0.60 3.37
C -0.45 -0.38 4.12
C -1.52 -1.04 3.52
C -1.87 -0.73 2.22
N -1.22 0.18 1.51
C -0.03 -0.75 5.53
C -1.22 -0.50 6.46
C 0.36 -2.23 5.53
C 1.16 0.08 6.02
H 4.52 6.09 0.65
H 2.90 6.23 0.00
H 4.04 5.03 -0.66
H 5.25 4.17 1.92
H 4.67 2.97 0.76
H 4.15 2.90 2.45
H 3.60 5.90 2.89
H 2.50 4.60 3.36
H 1.93 5.92 2.33
H 1.82 4.56 -1.14
H -0.15 3.20 -1.72
H 1.93 2.51 2.61
H 1.01 1.15 3.80
H -2.09 -1.78 4.05
H -2.70 -1.21 1.73
H -2.07 -1.12 6.20
H -1.53 0.54 6.44
H -0.94 -0.75 7.48
H -0.47 -2.87 5.25
H 0.68 -2.52 6.53
H 1.19 -2.42 4.85
H 0.92 1.14 6.05
H 2.04 -0.09 5.40
H 1.41 -0.23 7.04
O -0.15 -0.58 -1.21
P 0.80 -1.65 -1.68
C 1.00 -1.54 -3.49
C 0.63 -2.56 -4.36
C 0.74 -2.38 -5.73
C 1.22 -1.18 -6.23
C 1.60 -0.16 -5.36
C 1.49 -0.34 -4.00
C 2.45 -1.48 -0.92
C 3.60 -1.82 -1.62
C 4.83 -1.62 -1.01
C 4.90 -1.11 0.28
C 3.74 -0.80 0.97
C 2.51 -1.00 0.38
C 0.19 -3.30 -1.24
C -0.98 -3.39 -0.51
C -1.51 -4.63 -0.19
C -0.85 -5.78 -0.60
C 0.34 -5.69 -1.32
C 0.87 -4.45 -1.62
H 0.25 -3.50 -3.96
H 0.47 -3.18 -6.40
H 1.30 -1.04 -7.30
H 2.00 0.76 -5.76
H 1.80 0.43 -3.30
H 3.55 -2.20 -2.62
H 5.74 -1.85 -1.56
H 5.87 -0.97 0.74
H 3.80 -0.41 1.98
H 1.59 -0.77 0.90
H -1.48 -2.47 -0.20
H -2.43 -4.70 0.37
H -1.25 -6.75 -0.34
H 0.85 -6.59 -1.62
H 1.81 -4.39 -2.16
C -3.80 3.09 0.79
O -3.57 1.77 0.60
H -3.52 3.71 -0.08
H -3.23 3.47 1.66
H -4.87 3.25 1.03
*
```

Output
- orbital gap (alpha / beta) (eV) = 4.59 / 4.49

=====

Here is 9 unconnected molecules or ions with the total composition C37H52F8O25 from the OMol25 dataset. Energies are from ωB97M-V/def2-TZVPD.

```
! wB97M-V def2-TZVPD RIJCOSX def2/J DEFGRID3
* xyz -1 2
C 0.86 -1.54 0.07
C 0.06 -0.27 -0.13
C -0.77 -0.19 -1.35
O -1.98 0.29 -0.80
C -2.09 -0.13 0.45
O -3.13 -0.12 1.15
O -0.88 -0.30 0.99
H 1.52 -1.60 -0.79
H 0.23 -2.44 0.02
H 1.32 -1.49 1.05
H 0.61 0.66 -0.07
H -1.06 -1.16 -1.77
H -0.35 0.42 -2.15
C 0.37 3.65 -3.00
C -0.36 4.39 -1.88
C -1.88 4.20 -1.97
O -2.27 3.91 -0.67
C -1.19 3.69 0.13
O -1.24 3.52 1.34
O -0.12 3.65 -0.66
H 0.33 2.60 -2.71
H 1.42 3.94 -2.95
H -0.03 3.85 -3.99
H -0.18 5.46 -1.98
H -2.08 3.41 -2.69
H -2.34 5.11 -2.34
C 6.33 1.80 1.07
C 5.54 2.54 0.00
C 5.75 2.15 -1.47
O 4.50 2.03 -2.04
C 3.59 1.89 -1.03
O 2.44 1.38 -1.18
O 4.23 2.13 0.16
H 7.39 2.07 1.04
H 6.11 0.78 0.77
H 6.01 2.05 2.08
H 5.57 3.62 0.18
H 6.13 1.13 -1.53
H 6.45 2.79 -2.00
C -2.90 -4.25 0.17
C -3.81 -5.20 0.90
C -3.49 -6.68 0.72
O -3.04 -7.15 1.93
C -3.23 -6.24 2.81
O -2.88 -6.36 4.02
O -3.72 -5.09 2.27
H -1.87 -4.51 0.41
H -3.01 -3.21 0.49
H -2.98 -4.34 -0.91
H -4.86 -5.08 0.64
H -2.77 -6.79 -0.10
H -4.44 -7.15 0.46
C 2.98 1.11 -5.70
C 2.59 -0.32 -5.32
C 2.77 -0.64 -3.90
O 1.55 -1.27 -3.50
C 0.62 -0.99 -4.39
O -0.55 -1.28 -4.22
O 1.23 -0.48 -5.52
H 4.03 1.21 -5.99
H 2.71 1.84 -4.94
H 2.47 1.38 -6.62
H 3.12 -0.99 -6.01
H 2.98 0.27 -3.33
H 3.57 -1.36 -3.70
C -7.08 2.34 -2.39
C -6.32 1.55 -1.32
C -5.03 2.31 -0.79
O -5.28 2.47 0.55
C -6.45 1.97 0.93
O -6.87 2.04 2.08
O -7.11 1.46 -0.07
H -6.44 2.31 -3.27
H -7.24 3.38 -2.12
H -8.02 1.81 -2.55
H -6.05 0.57 -1.71
H -4.95 3.24 -1.35
H -4.25 1.62 -1.12
C 2.43 -6.30 -1.33
C 3.01 -4.87 -1.69
C 4.54 -4.93 -1.78
O 4.77 -4.54 -3.06
C 3.72 -4.28 -3.73
O 3.74 -3.96 -4.87
O 2.66 -4.48 -3.02
H 2.71 -6.67 -0.34
H 2.83 -7.06 -2.00
H 1.34 -6.30 -1.33
H 2.72 -4.16 -0.92
H 4.76 -5.96 -1.54
H 4.96 -4.23 -1.06
C -3.62 0.81 4.21
C -3.51 2.28 4.31
C -4.80 3.00 4.73
O -4.36 3.95 5.65
C -3.05 3.76 5.98
O -2.36 4.42 6.79
O -2.61 2.71 5.29
H -4.25 0.50 3.37
H -3.75 0.33 5.18
H -2.58 0.61 3.98
H -3.25 2.71 3.34
H -5.55 2.29 5.05
H -5.19 3.47 3.83
C 2.32 1.26 2.68
C 1.46 2.12 3.67
C 1.47 3.58 3.39
F 0.56 4.21 4.16
F 2.78 3.95 3.55
F 0.16 1.72 3.61
F 1.79 1.83 4.89
O 2.29 -0.14 3.04
C 3.54 -0.82 2.85
C 3.24 -2.16 3.44
F 4.28 -2.99 3.45
F 2.68 -2.14 4.70
F 3.94 -0.91 1.59
F 4.47 -0.15 3.56
H 3.29 1.76 2.63
H 1.82 1.37 1.72
H 1.29 3.69 2.32
H 2.54 -2.70 2.80
*
```

Output
- orbital gap (alpha / beta) (eV) = 1.77 / 10.11
- ⟨S²⟩ = 0.75